(1)
{"formula": "C49H82F3N4OP2SSbTi", "method": "the ωB97M-V functional and the def2-TZVPD basis", "charge": 0, "multiplicity": 3, "e_tot_ha": -4680.832163, "molar_mass_g_mol": 1063.86, "gap_ev": [6.7, 7.3], "elements": ["Ti", "C", "C", "C", "P", "C", "C", "C", "C", "C", "C", "C", "C", "C", "C", "N", "C", "C", "C", "C", "C", "C", "C", "P", "C", "C", "C", "C", "C", "C", "H", "H", "H", "H", "H", "H", "H", "H", "H", "H", "H", "H", "H", "H", "H", "H", "H", "H", "H", "H", "H", "H", "H", "H", "H", "H", "H", "H", "H", "H", "H", "H", "H", "H", "H", "H", "H", "H", "H", "H", "F", "C", "F", "F", "C", "C", "C", "C", "N", "C", "S", "H", "H", "H", "C", "N", "C", "C", "O", "N", "C", "C", "H", "H", "H", "H", "H", "H", "H", "H", "H", "H", "H", "H", "C", "C", "C", "C", "Sb", "C", "C", "C", "C", "C", "C", "C", "C", "H", "H", "H", "H", "H", "H", "H", "H", "H", "H", "H", "H", "H", "H", "H", "H", "H", "H", "H", "H", "H", "H", "H", "H", "H", "H", "H"], "xyz": [[0.414, -0.667, 1.160], [-5.039, 0.433, -1.238], [-3.587, 0.902, -1.287], [-2.675, -0.257, -1.682], [-3.079, 1.621, 0.375], [-4.259, 3.106, 0.400], [-3.802, 4.148, 1.422], [-4.649, 3.822, -0.896], [-1.444, 2.359, -0.077], [-1.360, 3.245, -1.151], [-0.211, 3.952, -1.469], [-0.193, 4.927, -2.617], [0.902, 3.769, -0.662], [0.868, 2.866, 0.379], [-0.270, 2.115, 0.689], [-0.142, 1.151, 1.734], [-0.765, 1.359, 2.942], [-1.515, 2.513, 3.232], [-2.187, 2.657, 4.429], [-2.171, 1.655, 5.398], [-2.990, 1.770, 6.658], [-1.339, 0.568, 5.174], [-0.599, 0.428, 4.003], [0.865, -0.640, 3.830], [0.609, -2.151, 4.897], [1.967, -2.830, 5.097], [-0.355, -3.129, 4.230], [2.056, 0.351, 4.917], [1.730, 0.379, 6.408], [2.136, 1.790, 4.397], [-5.348, 0.061, -2.218], [-5.726, 1.229, -0.946], [-5.148, -0.383, -0.519], [-3.478, 1.691, -2.037], [-1.639, -0.070, -1.399], [-2.701, -0.417, -2.762], [-2.996, -1.183, -1.204], [-5.165, 2.638, 0.802], [-2.838, 4.576, 1.133], [-3.708, 3.717, 2.417], [-4.526, 4.965, 1.473], [-3.872, 4.518, -1.209], [-5.551, 4.411, -0.713], [-4.864, 3.142, -1.720], [-2.230, 3.398, -1.776], [-0.970, 4.689, -3.342], [0.774, 4.920, -3.123], [-0.368, 5.943, -2.256], [1.807, 4.335, -0.857], [1.747, 2.734, 0.998], [-1.525, 3.313, 2.505], [-2.734, 3.572, 4.631], [-3.123, 2.815, 6.940], [-2.512, 1.245, 7.485], [-3.982, 1.335, 6.516], [-1.263, -0.192, 5.945], [0.194, -1.853, 5.862], [2.451, -2.989, 4.129], [1.834, -3.803, 5.573], [2.638, -2.240, 5.723], [-0.483, -4.020, 4.849], [-1.333, -2.676, 4.077], [0.041, -3.443, 3.263], [3.032, -0.127, 4.778], [0.757, 0.838, 6.577], [2.475, 0.990, 6.922], [1.736, -0.609, 6.867], [1.212, 2.323, 4.624], [2.286, 1.831, 3.318], [2.959, 2.320, 4.883], [-0.810, -5.768, 0.966], [-0.869, -4.716, 0.106], [-1.580, -5.156, -0.955], [0.384, -4.505, -0.324], [-1.477, -3.519, 0.753], [-2.800, -3.615, 1.202], [-3.349, -2.550, 1.887], [-2.576, -1.416, 2.101], [-1.337, -1.356, 1.630], [-0.740, -2.364, 0.974], [1.275, -0.359, -1.046], [-3.370, -4.515, 1.007], [-4.365, -2.587, 2.256], [-2.945, -0.568, 2.661], [3.290, -4.122, 0.865], [4.097, -2.947, 1.140], [5.376, -3.209, 1.772], [3.464, -1.740, 1.230], [2.235, -1.715, 1.429], [4.244, -0.632, 1.121], [5.455, -0.601, 0.316], [3.720, 0.690, 1.418], [3.841, -4.779, 0.190], [2.364, -3.817, 0.391], [3.052, -4.679, 1.778], [5.242, -3.941, 2.574], [5.783, -2.303, 2.213], [6.095, -3.617, 1.057], [5.625, -1.555, -0.170], [6.321, -0.335, 0.928], [5.339, 0.157, -0.462], [2.796, 0.607, 1.982], [3.511, 1.236, 0.496], [4.458, 1.242, 2.006], [-1.148, 0.847, -6.893], [-1.809, 0.732, -5.558], [-2.010, 2.002, -4.796], [-2.889, -0.293, -5.433], [0.574, -0.235, -3.347], [0.653, -2.428, -3.799], [0.606, -2.597, -5.313], [1.863, -3.125, -3.195], [-0.617, -2.976, -3.157], [2.576, 0.575, -3.998], [2.589, 0.702, -5.517], [3.752, -0.273, -3.531], [2.640, 1.954, -3.352], [-1.835, 1.284, -7.635], [-0.841, -0.131, -7.271], [-0.270, 1.494, -6.847], [-2.849, 2.581, -5.211], [-1.115, 2.627, -4.844], [-2.231, 1.797, -3.746], [-3.804, 0.039, -5.946], [-3.151, -0.469, -4.386], [-2.592, -1.243, -5.883], [1.478, -2.151, -5.794], [-0.289, -2.127, -5.731], [0.583, -3.660, -5.580], [2.778, -2.896, -3.741], [1.717, -4.212, -3.226], [1.990, -2.836, -2.148], [-1.513, -2.530, -3.600], [-0.622, -2.772, -2.082], [-0.676, -4.062, -3.293], [2.453, -0.267, -6.002], [3.548, 1.112, -5.854], [1.797, 1.368, -5.868], [3.862, -1.168, -4.144], [3.626, -0.577, -2.490], [4.683, 0.303, -3.616], [1.812, 2.584, -3.690], [3.582, 2.454, -3.609], [2.572, 1.872, -2.266]]}

***

(2)
{"formula": "C18H17N3O5S", "method": "the ωB97M-V functional and the def2-TZVPD basis", "charge": 0, "smiles": "O=C(COC(=O)CCc1nc2ccccc2s1)NC(=O)NCc1ccco1", "e_tot_ha": -1634.854171, "molar_mass_g_mol": 387.42, "gap_ev": 9.0, "elements": ["O", "C", "N", "C", "O", "N", "H", "C", "C", "C", "C", "C", "O", "H", "H", "H", "H", "H", "H", "C", "H", "H", "O", "C", "O", "C", "H", "H", "C", "C", "N", "C", "C", "C", "C", "C", "C", "S", "H", "H", "H", "H", "H", "H"], "xyz": [[-0.369, -1.657, 1.745], [0.369, -1.825, 0.798], [0.248, -1.205, -0.399], [-0.740, -0.271, -0.817], [-0.700, 0.147, -1.949], [-1.632, 0.070, 0.121], [-1.585, -0.395, 1.022], [-2.792, 0.878, -0.202], [-4.023, 0.038, -0.325], [-4.459, -0.783, -1.323], [-5.669, -1.357, -0.862], [-5.875, -0.843, 0.380], [-4.884, -0.002, 0.716], [-6.658, -0.990, 1.096], [-6.294, -2.050, -1.386], [-3.977, -0.950, -2.264], [-2.938, 1.620, 0.585], [-2.577, 1.373, -1.152], [0.882, -1.469, -1.151], [1.532, -2.825, 0.866], [1.548, -3.268, 1.863], [1.383, -3.597, 0.101], [2.801, -2.210, 0.689], [3.241, -2.017, -0.554], [2.623, -2.345, -1.537], [4.584, -1.327, -0.575], [5.359, -2.056, -0.332], [4.751, -0.965, -1.591], [4.618, -0.172, 0.434], [3.405, 0.680, 0.308], [2.590, 0.910, 1.261], [1.551, 1.708, 0.880], [0.516, 2.148, 1.700], [-0.449, 2.971, 1.161], [-0.407, 3.351, -0.179], [0.605, 2.920, -1.013], [1.584, 2.103, -0.475], [2.983, 1.421, -1.246], [0.635, 3.202, -2.053], [-1.178, 3.995, -0.574], [-1.251, 3.332, 1.789], [0.493, 1.839, 2.732], [5.513, 0.429, 0.258], [4.643, -0.557, 1.454]]}

***

(3)
{"formula": "C27H41BBiF4N3P2Te", "method": "the ωB97M-V functional and the def2-TZVPD basis", "charge": 0, "e_tot_ha": -2807.550117, "molar_mass_g_mol": 892.98, "gap_ev": 6.3, "elements": ["Bi", "C", "P", "C", "N", "C", "C", "C", "C", "C", "C", "N", "C", "P", "C", "C", "C", "C", "C", "C", "C", "C", "C", "H", "H", "H", "H", "H", "H", "H", "H", "H", "H", "H", "H", "H", "H", "H", "H", "H", "H", "H", "H", "H", "H", "H", "H", "H", "H", "H", "H", "Te", "C", "N", "C", "C", "C", "C", "C", "C", "C", "C", "H", "H", "H", "H", "H", "H", "H", "H", "H", "H", "H", "H", "H", "F", "B", "F", "F", "F"], "xyz": [[1.269, -0.561, 0.283], [-2.372, 2.378, 0.913], [-1.662, 0.666, 0.952], [-2.938, -0.110, -0.103], [-4.063, -0.576, 0.369], [-4.948, -1.082, -0.515], [-6.200, -1.540, -0.066], [-7.100, -2.032, -0.971], [-6.785, -2.110, -2.338], [-5.573, -1.676, -2.803], [-4.636, -1.136, -1.903], [-3.460, -0.654, -2.360], [-2.637, -0.142, -1.486], [-1.067, 0.686, -1.940], [-1.883, 2.027, -2.927], [-0.373, -0.435, -3.320], [-1.215, -0.424, -4.595], [-0.273, -1.876, -2.799], [1.029, 0.103, -3.624], [-2.147, 0.114, 2.700], [-2.133, -1.414, 2.682], [-1.051, 0.637, 3.632], [-3.513, 0.601, 3.175], [-3.457, 2.343, 1.017], [-2.107, 2.858, -0.029], [-1.939, 2.949, 1.733], [-6.415, -1.487, 0.992], [-8.070, -2.362, -0.632], [-7.513, -2.519, -3.023], [-5.312, -1.728, -3.848], [-2.637, 1.624, -3.599], [-1.118, 2.568, -3.481], [-2.363, 2.723, -2.238], [-2.229, -0.761, -4.395], [-0.760, -1.097, -5.321], [-1.245, 0.565, -5.043], [-1.154, -2.148, -2.214], [0.619, -2.023, -2.192], [-0.209, -2.560, -3.645], [0.983, 1.126, -4.001], [1.518, -0.517, -4.374], [1.660, 0.088, -2.737], [-1.221, -1.794, 2.220], [-2.984, -1.790, 2.120], [-2.183, -1.809, 3.695], [-0.072, 0.268, 3.331], [-1.237, 0.305, 4.650], [-1.023, 1.724, 3.632], [-4.279, 0.334, 2.452], [-3.533, 1.675, 3.340], [-3.751, 0.116, 4.120], [1.816, -1.981, 2.441], [6.363, -1.344, 1.575], [5.625, -0.106, 1.857], [4.995, -0.157, 3.184], [4.634, 0.169, 0.779], [3.781, 1.369, 1.080], [4.409, 2.569, 1.407], [3.670, 3.693, 1.721], [2.288, 3.612, 1.730], [1.668, 2.428, 1.373], [2.390, 1.285, 1.038], [7.136, -1.509, 2.322], [6.810, -1.294, 0.584], [5.668, -2.180, 1.579], [6.288, 0.674, 1.845], [4.203, -0.918, 3.179], [4.546, 0.805, 3.419], [5.733, -0.398, 3.946], [4.011, -0.718, 0.665], [5.186, 0.308, -0.154], [5.491, 2.639, 1.408], [4.171, 4.619, 1.956], [1.702, 4.483, 1.986], [0.587, 2.381, 1.356], [5.696, -1.375, -1.504], [4.524, -2.131, -1.583], [4.283, -2.659, -0.306], [4.630, -3.116, -2.506], [3.463, -1.266, -1.861]]}

***

(4)
{"formula": "C44H47AsGaN6O4Te", "method": "the ωB97M-V functional and the def2-TZVPD basis", "charge": 2, "multiplicity": 2, "e_tot_ha": -6762.362846, "molar_mass_g_mol": 996.14, "gap_ev": [7.7, 6.4], "elements": ["Ga", "N", "N", "C", "N", "N", "N", "O", "O", "H", "H", "H", "H", "H", "C", "C", "C", "C", "C", "C", "Te", "N", "C", "O", "C", "C", "C", "C", "C", "C", "C", "C", "C", "C", "C", "C", "C", "C", "C", "C", "C", "C", "H", "H", "H", "H", "H", "H", "H", "H", "H", "H", "H", "H", "H", "H", "H", "H", "H", "H", "H", "H", "H", "H", "H", "H", "H", "H", "H", "O", "As", "C", "C", "C", "C", "C", "C", "C", "C", "C", "C", "C", "C", "C", "C", "C", "C", "C", "C", "H", "H", "H", "H", "H", "H", "H", "H", "H", "H", "H", "H", "H", "H", "H"], "xyz": [[1.026, 0.624, 0.508], [-0.640, -1.700, 0.065], [0.099, -2.390, 1.037], [0.526, -1.762, 2.142], [1.009, -2.479, 3.142], [0.477, -0.415, 2.083], [0.498, 0.351, 3.265], [0.178, 1.485, 3.084], [0.861, -0.145, 4.298], [-1.614, -1.992, 0.098], [-0.238, -1.879, -0.852], [0.193, -3.399, 0.981], [0.882, -3.477, 3.167], [1.297, -1.989, 3.984], [-6.714, 6.865, -1.846], [-5.519, 6.014, -1.545], [-4.234, 6.441, -1.862], [-3.117, 5.665, -1.597], [-1.765, 6.196, -1.963], [-3.304, 4.407, -1.000], [-1.668, 3.133, -0.562], [0.691, 2.453, 0.149], [1.747, 2.721, 0.868], [2.471, 1.688, 1.265], [2.170, 4.074, 1.255], [3.525, 4.373, 1.353], [3.922, 5.653, 1.702], [2.969, 6.624, 1.979], [1.616, 6.319, 1.903], [1.216, 5.046, 1.534], [-0.937, 2.855, -2.526], [0.174, 3.527, -3.036], [0.944, 4.607, -2.338], [0.586, 3.202, -4.329], [-0.055, 2.253, -5.101], [0.401, 1.943, -6.496], [-1.164, 1.608, -4.561], [-1.627, 1.899, -3.289], [-2.850, 1.190, -2.778], [-4.585, 3.965, -0.631], [-4.884, 2.657, 0.053], [-5.670, 4.781, -0.929], [-6.424, 7.830, -2.254], [-7.303, 7.036, -0.946], [-7.363, 6.371, -2.569], [-4.099, 7.410, -2.322], [-1.833, 7.241, -2.259], [-1.341, 5.640, -2.799], [-1.067, 6.138, -1.125], [4.258, 3.605, 1.152], [4.973, 5.894, 1.768], [3.281, 7.619, 2.263], [0.878, 7.071, 2.137], [0.163, 4.795, 1.486], [0.542, 4.871, -1.366], [0.961, 5.507, -2.954], [1.979, 4.295, -2.184], [1.426, 3.743, -4.747], [1.314, 2.480, -6.744], [-0.361, 2.228, -7.221], [0.583, 0.876, -6.621], [-1.693, 0.875, -5.157], [-3.259, 0.538, -3.548], [-3.634, 1.895, -2.498], [-2.627, 0.574, -1.902], [-3.999, 2.130, 0.410], [-5.415, 1.986, -0.625], [-5.531, 2.829, 0.912], [-6.662, 4.442, -0.660], [1.518, -0.646, -0.696], [2.857, -1.586, -1.172], [3.782, -0.534, -2.454], [4.895, -1.080, -3.087], [5.592, -0.316, -4.007], [5.177, 0.980, -4.284], [4.067, 1.516, -3.651], [3.354, 0.761, -2.729], [3.926, -1.835, 0.389], [4.088, -3.027, 1.093], [4.816, -3.028, 2.273], [5.362, -1.848, 2.757], [5.197, -0.661, 2.060], [4.486, -0.650, 0.870], [2.067, -3.085, -2.048], [1.333, -2.731, -3.182], [0.617, -3.699, -3.867], [0.632, -5.014, -3.427], [1.371, -5.370, -2.310], [2.089, -4.408, -1.612], [5.224, -2.092, -2.869], [6.458, -0.727, -4.506], [5.726, 1.575, -5.000], [3.747, 2.523, -3.874], [2.478, 1.178, -2.244], [3.681, -3.957, 0.733], [4.965, -3.953, 2.811], [5.928, -1.855, 3.678], [5.623, 0.257, 2.437], [4.364, 0.282, 0.330], [1.333, -1.706, -3.540], [0.060, -3.430, -4.753], [0.079, -5.769, -3.968], [1.405, -6.401, -1.989], [2.684, -4.715, -0.769]]}